Computed, not measured: a cluster of 11 separate species, C36H96F10N10O25PS10 in total, with ωB97M-V/def2-TZVPD.

Properties
charge	+1
maximum force	9.428	eV/A
spin multiplicity	1
HOMO-LUMO gap	0.2565	Eh
electronic energy	-249773.3431	eV
LUMO energy	-3.09	eV

XYZ file:
```
188
C36H96F10N10O25PS10, DFT ωB97M-V/def2-TZVPD
S 1.2993 23.1868 -2.7741
S 3.5503 22.4634 -3.6137
S 3.1447 26.7092 -8.7175
S 6.2020 21.5596 -10.6107
S -2.8906 15.3785 -7.6240
S -2.3591 24.6543 -5.4485
S -1.4392 26.7296 -6.2649
S 4.5053 24.8924 -8.2771
S 6.1187 20.4509 -12.6892
S -1.3882 15.1791 -9.4167
P 2.1899 17.8766 -14.9029
F 6.3634 18.9881 -13.2260
F -0.2448 26.9366 -7.3412
F -2.1549 23.0464 -5.3125
F -4.4659 15.2815 -7.1884
F 4.4630 23.6072 -7.3476
F 1.9998 27.5617 -7.9853
F -1.3640 15.0692 -11.0382
F 0.1218 24.1947 -3.1242
F 7.1137 21.5681 -9.2963
F 4.6999 23.5614 -3.9520
O -0.7699 13.9197 -9.1552
O 4.6794 20.5904 -12.7275
O 0.7856 14.3964 -3.8644
O -2.3634 24.9975 -4.0459
O -0.6332 16.3404 -9.0923
O 5.8235 25.4132 -7.9975
O 2.0374 29.4602 -3.3276
O -3.2768 19.8042 -7.9977
O -2.6140 27.1644 -7.0107
O 0.5820 21.9330 -2.6459
O 3.7474 21.4254 -4.5882
O 6.8328 21.3043 -13.6483
O -1.3431 28.1404 -11.3851
O 1.0182 19.6219 -7.4491
O 6.4933 22.8311 -11.1584
O -3.6223 24.7855 -6.1293
O -1.0060 27.5699 -5.1620
O 4.9247 21.2732 -9.9785
O -2.2935 14.3361 -6.7886
O 4.3831 24.2539 -9.5734
O 1.7154 23.7968 -1.5459
O 4.1998 27.7012 -8.8463
O 3.7825 22.1048 -2.2369
O 2.4728 26.3323 -9.9219
O -2.7009 16.7720 -7.1683
N 2.0996 26.0921 -4.9778
N -1.1240 25.0775 -6.2038
N -4.0547 17.9537 -9.9428
N 1.3527 23.2718 -6.7807
N 3.2946 25.5302 -7.4899
N 3.9924 14.9914 -2.2626
N -3.0279 15.3437 -9.1588
N -0.7270 25.5176 -12.5021
N 6.9528 20.3458 -11.2838
N 2.1445 23.4078 -4.0616
C 0.8211 18.4209 -6.6878
C 3.8903 18.5625 -15.1047
C 1.1099 20.8259 -6.7404
C 4.4710 18.6438 -16.5531
C -6.3693 18.7803 -9.9603
C 1.1517 15.2200 -14.6625
C 5.9855 19.0590 -16.4600
C 2.1386 22.0335 -8.7475
C 1.0817 18.5192 -16.2086
C -0.7712 29.2121 -12.1354
C 2.4015 28.4732 -4.2568
C 2.1884 14.1398 -3.7523
C 0.8753 29.3746 -2.4973
C -0.3534 17.9320 -16.2837
C 0.0152 13.2763 -4.2227
C 6.6480 18.9206 -17.8151
C 1.4253 13.9940 -13.8617
C 2.6615 15.3839 -2.9849
C -2.7453 20.0034 -6.7271
C -0.4781 27.2439 -10.7456
C -4.6409 19.4498 -8.0526
C 2.1968 17.9731 -10.7465
C -4.9709 19.0995 -9.5164
C -0.3946 24.7181 -10.1919
C -0.6251 16.8623 -17.3221
C 0.1440 13.3713 -13.3851
C 2.3277 27.0139 -3.8332
C 3.5704 26.6360 -3.0419
C 2.4577 16.0040 -15.0017
C 1.6973 18.1920 -13.1582
C -0.3812 17.0596 -18.8570
C 2.6046 17.4594 -12.1481
C 1.0800 22.0660 -7.6636
C 3.3927 17.7284 -9.8142
C 2.7816 16.6965 -3.7999
C -0.9979 25.8319 -11.0564
H 2.9268 15.6496 -15.9189
H 3.1732 15.9124 -14.1837
H 1.8180 28.6364 -5.1693
H -0.0880 15.9567 -17.0366
H 0.5773 14.8377 -15.5068
H 2.6398 16.3680 -12.1536
H 0.5020 23.8360 -6.7244
H -4.7900 18.6008 -7.3800
H 0.2400 13.1838 -12.3161
H -6.6944 17.8332 -9.5278
H -2.4876 19.0665 -6.2309
H -1.9605 20.7557 -6.7688
H 1.6595 23.1036 -5.8192
H -1.2040 24.6494 -12.7332
H 1.5434 26.8285 -3.0987
H 4.5723 15.7866 -2.0142
H -0.6998 17.5622 -15.3183
H -3.9285 17.1663 -9.3080
H -4.7192 19.9154 -10.1958
H 3.7833 14.4838 -1.4082
H -1.6764 16.5769 -17.2749
H -1.1028 26.0945 -13.2538
H 4.3675 26.2850 -3.6983
H -5.1958 20.3053 -7.6610
H -0.7039 14.0255 -13.5917
H -0.8972 23.7716 -10.4024
H -3.5691 20.4265 -6.1433
H -2.0813 25.7577 -10.9689
H 1.8774 21.2844 -9.4962
H 4.2999 18.2119 -10.1717
H 3.1285 18.0618 -8.8081
H -3.1697 18.4294 -10.0859
H -1.3575 17.1591 -19.3282
H -0.9879 18.7732 -16.5707
H -6.4519 18.8155 -11.0465
H 0.1442 17.9945 -19.0688
H 1.8889 23.9915 -7.2681
H 3.8516 27.4186 -2.3392
H 1.7153 17.9740 -6.2495
H 3.9798 19.3905 -17.1800
H 4.5098 14.3136 -2.8147
H -0.4659 27.5254 -9.6898
H 4.2757 17.7192 -17.1014
H -1.5854 29.9272 -12.2351
H 3.6538 17.2501 -3.4471
H -0.3125 28.8753 -13.0656
H 3.8841 19.5873 -14.7281
H 2.0445 15.5094 -2.0972
H -0.1031 12.4244 -13.8651
H 0.0340 29.2103 -3.1735
H -0.0426 29.6784 -11.4692
H 2.0186 19.0338 -10.9277
H 2.3454 13.1998 -3.2145
H 0.5337 15.9292 -14.1074
H 6.0949 19.5659 -18.4993
H 5.9957 20.0947 -16.1166
H 1.5437 18.4342 -17.1922
H 1.0269 19.5725 -15.9261
H 2.1900 25.1517 -4.5829
H 2.0771 14.3516 -13.0636
H 0.5544 27.5065 -10.9914
H -7.0615 19.5536 -9.6255
H 7.6810 19.2626 -17.8263
H 0.3499 12.9496 -5.2094
H -4.4068 17.4799 -10.7686
H 0.1251 22.1063 -8.1878
H 0.5987 24.5073 -10.5932
H 3.1596 21.8795 -8.4028
H 3.5744 16.6776 -9.5779
H 2.8153 26.0805 -5.7047
H 3.6700 17.6321 -12.3155
H 6.4397 18.4634 -15.6685
H 1.9200 13.3291 -14.5717
H 6.4735 17.8696 -18.0466
H 1.8747 17.1983 -3.4674
H 4.4816 17.9917 -14.3893
H 2.9395 16.6313 -4.8743
H 1.2466 17.4987 -10.5004
H 1.9178 19.2584 -13.0810
H 0.2324 25.4416 -12.8345
H 2.7194 13.9681 -4.6923
H 0.9717 28.4948 -1.8555
H 1.1984 26.2476 -5.4163
H -0.9777 13.6567 -4.4736
H 0.6470 17.9689 -12.9731
H -0.4140 24.9984 -9.1411
H -0.0056 18.3859 -5.9763
H 0.2503 16.3309 -19.3624
H 3.4148 28.8047 -4.4870
H -0.2718 12.4788 -3.5352
H 1.9870 20.8485 -6.0895
H 0.6282 30.1542 -1.7792
H 2.0758 22.9475 -9.3423
H 3.3094 25.8012 -2.3874
H 0.2276 20.8638 -6.0937
H 0.5310 17.6548 -7.4083
```



Computed, not measured: a cluster of 8 separate species, C36H96N12O16P4 in total, with ωB97M-V/def2-TZVPD.

Properties
maximum force	2.396	eV/A
spin multiplicity	1
HOMO-LUMO gap	0.3108	Eh
electronic energy	-126688.1793	eV
LUMO energy	0.37	eV
SMILES string	CN(C)P(=O)(N(C)C)N(C)C.CN(C)P(=O)(N(C)C)N(C)C.CN(C)P(=O)(N(C)C)N(C)C.CN(C)P(=O)(N(C)C)N(C)C.COC(=O)OC.COC(=O)OC.COC(=O)OC.COC(=O)OC

XYZ file:
```
164
C36H96N12O16P4, DFT ωB97M-V/def2-TZVPD
P 4.0619 -1.1350 -2.8256
P -6.8188 0.5231 -1.1675
P -0.0689 4.8932 -0.8480
P -0.7808 -2.8508 2.2035
O -6.7870 1.8496 -1.7833
O 5.0831 -2.3993 3.4664
O 0.6699 -5.3524 -6.4741
O 0.3928 5.5523 0.3829
O 1.5432 -3.3633 -5.8382
O 4.1005 0.5398 6.7637
O -2.5955 3.2992 3.0559
O -3.7944 1.5983 3.5217
O 2.6943 -1.6422 -2.5214
O -1.7752 -3.1378 3.2571
O -1.5658 1.4996 3.9393
O -0.3412 -4.0419 -4.9918
O 2.1111 0.8996 6.1959
O 2.8661 1.8412 8.1282
O 4.2282 -0.4684 3.2093
O 6.3319 -0.6417 4.0859
N -0.2700 3.2190 -0.8411
N -1.4499 -2.3228 0.7515
N 5.0293 -2.1876 -3.7854
N -8.4046 -0.0618 -1.0721
N 4.9700 -0.7943 -1.4268
N -1.5294 5.4627 -1.4465
N -6.2582 0.5188 0.4363
N -6.0145 -0.6600 -2.0719
N 1.0228 5.2064 -2.0861
N 0.3504 -1.6775 2.6694
N 4.1517 0.3067 -3.7109
N 0.2312 -4.2022 1.8234
C 0.6682 -1.5614 4.0940
C -9.3531 0.8186 -0.3841
C -6.3851 1.7160 1.3090
C 6.1102 -3.3187 3.7407
C -2.5697 2.0715 3.5858
C 1.6252 -3.9891 1.4349
C 0.2162 2.3415 0.1890
C -2.8044 4.8147 -1.1118
C 3.5805 0.2169 -5.0687
C -2.8752 -1.9998 0.7332
C 2.7312 -3.5010 -6.5794
C 2.9894 1.1275 7.1620
C 5.3259 -1.1096 3.6149
C 0.7488 1.3334 6.3076
C 2.4540 5.1505 -1.8569
C 3.6151 1.4765 -2.9863
C -4.0996 0.4856 4.4013
C 0.6552 -4.3516 -5.8132
C 5.3514 0.6205 7.4058
C -5.9366 -2.0764 -1.6689
C 6.2541 -0.1048 -1.5023
C -0.8670 -2.5334 -0.5795
C 0.6888 4.8236 -3.4459
C -0.6510 -2.7163 -4.5988
C -1.4320 4.0869 3.1386
C -0.8252 2.4591 -1.9589
C 0.0533 -5.3629 2.6729
C -5.8568 -0.4761 -3.5338
C 1.0599 -0.7998 1.7669
C 4.7762 -1.6588 -0.2919
C -6.0924 -0.7329 1.1613
C 6.3908 -1.8084 -4.1886
C 4.0099 0.8792 3.4958
C -8.9481 -1.1299 -1.9081
C -1.6662 6.9192 -1.6963
C 4.9071 -3.6251 -3.6954
H -5.2768 -1.1791 0.5974
H -3.1780 -1.6034 -0.2301
H 6.8625 -3.3426 2.9506
H -6.8477 -0.1721 -3.8830
H 6.4920 -2.1851 -5.2075
H 0.6016 -0.4836 4.2860
H 2.6370 -4.0797 -7.5033
H -6.6943 -2.3382 -0.9198
H 0.8560 -6.0904 2.5558
H 2.1321 -0.9760 1.8741
H 4.6870 1.5306 2.9323
H -3.6127 -0.4332 4.0705
H 3.8784 -3.9174 -3.4690
H -1.4699 -2.2975 -1.4564
H 5.4642 -3.9984 -2.8246
H 2.6369 4.0620 -1.8510
H -0.1653 -1.8937 4.7096
H 3.1293 -2.5737 -6.9868
H -5.0691 -2.3539 -1.0649
H -8.6945 -2.0909 -1.4574
H 5.7353 -4.3308 3.8762
H -2.9392 3.8485 -1.5903
H 2.2303 -3.4191 2.1441
H 3.9228 -0.7309 -5.4810
H 3.9075 1.0221 -5.7266
H -0.9410 -5.7401 2.4254
H 0.7515 0.2272 1.9921
H -7.0183 -1.2867 1.3548
H -3.4769 -2.8752 1.0091
H 7.1571 -0.7053 -1.6454
H -9.0991 0.8044 0.6785
H 6.1480 0.7830 6.6865
H 1.6617 -1.8634 4.4266
H 1.9955 -4.9531 1.0841
H 3.6760 2.3622 -3.6172
H -5.6031 -1.3811 -4.0762
H 1.7444 -3.4456 0.4869
H 0.7456 -0.9903 0.7431
H -2.8501 4.8046 -0.0138
H -7.3929 1.7681 1.7207
H 0.8283 2.3353 6.7275
H 2.7492 5.5186 -0.8774
H -5.1402 0.3227 -3.7138
H 0.1489 0.6572 6.9154
H 5.2228 -4.2200 -4.5537
H -0.0956 1.6876 -2.2255
H 4.8747 -1.0572 0.6175
H -6.1382 -2.7481 -2.4986
H -3.7375 5.3596 -1.2712
H -1.5458 -2.7239 -3.9860
H 2.5720 1.3750 -2.6661
H -0.8029 -2.1050 -5.4919
H 0.6702 2.8236 1.0548
H -1.3213 4.6386 4.0759
H 6.1599 0.6113 -2.3162
H 0.2825 1.3461 5.3274
H 0.9929 3.7910 -3.6566
H -10.0361 -1.0871 -1.8494
H 6.4038 0.4090 -0.5489
H -1.7287 1.9092 -1.6748
H 3.0344 1.2331 3.1613
H 4.1537 1.6663 -2.0579
H 7.1423 -2.2324 -3.5186
H -5.5955 1.5933 2.0451
H 5.5582 -0.2980 7.9610
H -1.4524 7.4181 -0.7546
H -0.5172 -3.5650 -0.6359
H -10.3856 0.4696 -0.4124
H -0.3920 4.8872 -3.5641
H 5.5633 -2.4235 -0.2366
H -1.5823 4.8373 2.3631
H -5.1756 0.3570 4.3938
H 0.0838 -5.1859 3.7571
H 1.0495 1.7215 -0.1765
H -9.3644 1.8333 -0.7848
H 3.4497 -4.0362 -5.9622
H -1.0816 3.0650 -2.8192
H -8.6834 -1.0506 -2.9625
H -5.7234 -0.6393 2.1862
H -0.4935 1.5880 0.5451
H 6.6351 -3.0882 4.6696
H -1.0007 7.2101 -2.5172
H -0.0571 -1.8157 -0.7464
H 2.4913 0.2669 -4.9907
H -6.1483 2.5589 0.6616
H -2.5835 7.1649 -2.2308
H 5.3502 1.3587 8.2106
H -3.0960 -1.3400 1.5774
H 6.4191 -0.7199 -4.1740
H 4.0772 1.1695 4.5411
H -3.6452 0.7329 5.3589
H 3.0231 5.5778 -2.6801
H 0.1923 -2.2481 -4.0862
H -0.5001 3.5477 2.9771
H 1.1053 5.5037 -4.1916
H 3.8336 -2.1998 -0.2399
```



Number 1: HOMO level -10.07 eV. Number 2: HOMO level -8.09 eV.